# 1
{
  "formula": "C4H7FO2",
  "method": "ωB97M-V with the def2-TZVPD basis set",
  "orbital_gap_ev": 7.6128,
  "energy_ha": -406.75248,
  "lumo_ev": 0.621,
  "relative_energy_ev": 5.783,
  "symbols": ["C", "C", "C", "C", "O", "O", "F", "H", "H", "H", "H", "H", "H", "H"],
  "positions_angstrom": [[-3.8026, 0.5744, -0.4150], [2.5980, 0.5308, 0.4895], [2.0890, -0.4715, -0.5663], [-0.0549, -1.2721, 0.1556], [-3.3777, -0.4316, 0.0525], [1.0274, -1.2170, -0.5698], [-0.2749, -0.3598, 1.1643], [-3.4129, 1.4973, 0.0645], [2.8788, 0.0916, 1.4510], [3.3037, 1.2223, 0.1412], [1.6942, 1.1067, 0.7377], [-4.6693, 0.7193, -1.0544], [2.8881, -0.5708, -1.2038], [-0.8869, -1.4195, -0.4470]]
}

# 2
{
  "formula": "C4H7FO2",
  "method": "ωB97M-V with the def2-TZVPD basis set",
  "orbital_gap_ev": [8.3081, 7.5373],
  "energy_ha": -406.75324,
  "lumo_ev": [0.605, 0.588],
  "relative_energy_ev": 5.762,
  "symbols": ["C", "C", "C", "C", "O", "O", "F", "H", "H", "H", "H", "H", "H", "H"],
  "positions_angstrom": [[-2.8043, -0.1873, -0.0577], [-1.5875, 0.1737, 0.2833], [2.2173, 1.4406, -0.1634], [1.3062, -0.6680, -0.1272], [0.9398, -1.8213, 0.4071], [1.8449, 0.3214, 0.4846], [-1.2049, 1.4121, 0.2431], [-3.6087, 0.5313, -0.1727], [-2.9508, -1.2408, -0.1264], [2.1140, 2.2541, 0.4534], [-0.7918, -0.5769, 0.5038], [1.9223, 1.3284, -1.2767], [1.0265, -0.5647, -1.2090], [1.5769, -2.4026, 0.7580]]
}

# 3
{
  "formula": "C4H7FO3Tm",
  "method": "ωB97M-V with the def2-TZVPD basis set",
  "orbital_gap_ev": [5.3097, 5.3817],
  "multiplicity": 3,
  "energy_ha": -1566.99579,
  "lumo_ev": [-5.853, -5.773],
  "s_squared": 2.003,
  "total_charge": 1,
  "symbols": ["F", "O", "C", "O", "C", "C", "O", "C", "Tm", "H", "H", "H", "H", "H", "H", "H"],
  "positions_angstrom": [[-3.1244, -0.9557, -1.1240], [1.6729, 1.0629, -0.0666], [2.7907, 0.6700, -0.5401], [3.0367, -0.6497, -0.4082], [2.3352, -1.5403, 0.5473], [-2.9074, -0.8970, 0.2295], [-1.9335, 0.0642, 0.4943], [-2.3686, 1.4331, 0.3609], [0.3565, -0.2901, 0.8520], [3.0172, -1.6702, 1.4023], [2.2527, -2.5031, 0.0171], [-2.5294, -1.8702, 0.5640], [-3.8536, -0.6211, 0.7126], [-1.4821, 2.0621, 0.4926], [-2.7934, 1.5884, -0.6367], [-3.1066, 1.6511, 1.1430]]
}

# 4
{
  "formula": "C4H7FOS",
  "method": "ωB97M-V with the def2-TZVPD basis set",
  "orbital_gap_ev": 9.3503,
  "energy_ha": -729.79420,
  "lumo_ev": 0.208,
  "relative_energy_ev": 2.422,
  "smiles": "C=C(C)COSF",
  "symbols": ["C", "C", "C", "C", "O", "S", "F", "H", "H", "H", "H", "H", "H", "H"],
  "positions_angstrom": [[-0.0639, -0.5746, 1.4665], [0.2568, -0.3302, 0.1733], [1.5875, 0.3325, -0.2672], [-0.5289, -0.5095, -1.0541], [-1.5705, 0.3685, -1.1522], [-2.5822, 0.6762, 0.0347], [-1.9445, 1.9124, 1.1258], [0.6008, -0.3499, 2.2349], [-0.8791, -1.2508, 1.7816], [1.3285, 1.1140, -0.9445], [2.3228, -0.2055, -0.8363], [2.1974, 0.7171, 0.6214], [-0.8730, -1.5763, -1.2620], [0.1482, -0.3239, -1.9220]]
}

# 5
{
  "formula": "C4H7FS",
  "method": "ωB97M-V with the def2-TZVPD basis set",
  "orbital_gap_ev": 9.9385,
  "energy_ha": -654.62816,
  "lumo_ev": 0.923,
  "relative_energy_ev": 1.002,
  "smiles": "C[C@H](F)[C@H]1CS1",
  "symbols": ["C", "C", "F", "C", "C", "S", "H", "H", "H", "H", "H", "H", "H"],
  "positions_angstrom": [[0.1730, -1.5476, 0.2189], [-0.8338, -0.4762, 0.0792], [-1.7767, -0.8971, -0.9092], [-0.3362, 0.9400, -0.4244], [0.8654, 1.5108, 0.1656], [0.9541, 1.0905, -1.5872], [1.0946, -1.3276, 0.8405], [-0.3265, -2.4269, 0.6523], [0.4752, -1.7990, -0.8137], [-1.4415, -0.2262, 0.9486], [-1.1245, 1.7265, -0.4662], [1.5565, 0.9146, 0.7460], [0.7205, 2.5183, 0.5495]]
}

# 6
{
  "formula": "C4H7FS2",
  "method": "ωB97M-V with the def2-TZVPD basis set",
  "orbital_gap_ev": 8.4169,
  "energy_ha": -1052.81310,
  "lumo_ev": -0.109,
  "relative_energy_ev": 0.495,
  "smiles": "CSC(=S)CCF",
  "symbols": ["C", "S", "C", "S", "C", "C", "F", "H", "H", "H", "H", "H", "H", "H"],
  "positions_angstrom": [[-2.8042, 0.3419, -0.4960], [-1.3219, -0.5704, -0.0356], [0.0068, 0.4600, 0.4167], [0.0851, 2.0972, 0.1105], [1.1808, -0.3094, 0.8783], [2.1139, -0.5914, -0.2696], [2.6607, 0.5410, -0.7982], [-3.1117, 0.9015, 0.3639], [-2.6074, 1.0971, -1.2493], [-3.4775, -0.4473, -0.7153], [0.8916, -1.3375, 1.0865], [1.6865, 0.2214, 1.6675], [1.7985, -1.2624, -1.1296], [2.8987, -1.1418, 0.1703]]
}

# 7
{
  "formula": "C4H7I",
  "method": "ωB97M-V with the def2-TZVPD basis set",
  "orbital_gap_ev": 8.6689,
  "energy_ha": -454.12035,
  "lumo_ev": -0.680,
  "relative_energy_ev": 3.664,
  "symbols": ["C", "C", "C", "C", "I", "H", "H", "H", "H", "H", "H", "H"],
  "positions_angstrom": [[0.0840, 0.8631, 2.6539], [0.8166, 0.5616, 1.6402], [-0.5448, -1.1169, -1.5437], [-1.0818, 0.2357, -0.9976], [-2.7983, 0.1046, 0.2606], [-0.8828, 1.4780, 2.4907], [0.3231, 0.9034, 3.7757], [-0.2594, 0.6211, -0.3824], [-1.2831, -1.8527, -2.0713], [0.1522, -1.1889, -2.3576], [-0.0361, -1.6673, -0.6836], [-1.4924, 0.9925, -1.7751]]
}

# 8
{
  "formula": "C4H7I2N2",
  "method": "ωB97M-V with the def2-TZVPD basis set",
  "orbital_gap_ev": 9.0573,
  "energy_ha": -861.23703,
  "lumo_ev": -3.697,
  "total_charge": 1,
  "relative_energy_ev": 0.000,
  "symbols": ["C", "C", "C", "C", "N", "N", "I", "I", "H", "H", "H", "H", "H", "H", "H"],
  "positions_angstrom": [[1.0099, -1.0094, -0.0620], [0.1834, 1.0823, 0.1201], [-0.9191, 0.0596, 0.5618], [-2.2202, 0.0176, -0.4246], [1.3103, 0.2279, -0.2365], [-0.2020, -1.1906, 0.4114], [-3.3319, 1.7594, -0.1488], [-3.4311, -1.7958, -0.0982], [1.8046, -1.7009, -0.3402], [-0.2898, 1.6924, -0.8129], [0.3588, 1.7173, 0.8579], [-1.4215, 0.1024, 1.4833], [-1.7199, -0.1535, -1.3168], [2.0713, 0.5253, -0.8534], [-0.5318, -1.9825, 0.9196]]
}

# 9
{
  "formula": "C4H7IN",
  "method": "ωB97M-V with the def2-TZVPD basis set",
  "orbital_gap_ev": [6.8989, 7.1492],
  "energy_ha": -508.62202,
  "lumo_ev": [-4.579, -4.156],
  "total_charge": 1,
  "relative_energy_ev": 4.946,
  "symbols": ["C", "C", "C", "C", "N", "I", "H", "H", "H", "H", "H", "H", "H"],
  "positions_angstrom": [[2.3528, 0.1576, 0.1638], [3.2945, -0.5237, 0.8644], [1.0728, 0.1605, 0.5535], [-0.1031, 0.4600, -0.3826], [-1.2783, -0.4463, -0.1032], [3.9805, -0.2890, 2.7210], [2.6448, 0.4611, -0.8513], [0.9283, -0.1308, 1.5030], [0.1589, 0.5804, -1.4022], [-0.6067, 1.3408, -0.2187], [-2.2682, -0.0080, 0.0882], [-1.1338, -0.9378, 0.8829], [-1.3755, -1.2806, -0.7835]]
}

# 10
{
  "formula": "C4H7IN",
  "method": "ωB97M-V with the def2-TZVPD basis set",
  "orbital_gap_ev": 8.1931,
  "energy_ha": -508.66641,
  "lumo_ev": -6.172,
  "total_charge": 1,
  "relative_energy_ev": 3.738,
  "symbols": ["C", "C", "C", "C", "N", "I", "H", "H", "H", "H", "H", "H", "H"],
  "positions_angstrom": [[-0.1186, -2.5947, 0.5478], [-0.1595, -1.4251, 0.0906], [0.1298, 0.4759, -1.5039], [-0.5592, -0.2140, -0.4427], [0.4128, 1.0117, 1.2897], [-2.5086, 0.3451, -0.0870], [0.1610, -3.5695, 0.8818], [-0.3091, 1.4327, -1.6730], [1.2781, 0.6481, -1.2827], [0.0493, 0.0013, -2.4671], [-0.1541, 1.9042, 1.2735], [0.4920, 0.4715, 2.1558], [1.2859, 1.5128, 1.2173]]
}